C24H26N4O6 in the gas phase at a distorted geometry, computed with the ωB97M-V functional and the def2-TZVPD basis.

Properties
HOMO = -8.32 eV
ΔE to the lowest compared entry with this formula, charge and spin = 1.209 eV
Gap between HOMO and LUMO = 8.09 eV
SMILES = COc1cc(C(=O)N2CCN(c3ccc([N+](=O)[O-])cc3)CC2)ccc1OCc1c(C)noc1C
Total charge = 0

Last column: Mulliken charge in e.
Geometry (Å):
C 2.8215 1.7113 -1.6565  -1.111
O 2.8227 0.3700 -2.0846  -0.449
C 2.1808 -0.5559 -1.3303  0.919
C 1.3840 -0.2673 -0.2304  -0.052
C 0.7592 -1.2896 0.4793  0.117
C -0.0142 -0.9774 1.7198  -0.025
O 0.3130 -1.4227 2.8030  -0.682
N -1.0714 -0.1333 1.5761  0.069
C -1.7185 0.1870 0.3260  -0.102
C -3.1035 -0.4828 0.3020  -1.580
N -3.8997 -0.0651 1.4331  0.132
C -4.7809 0.9803 1.3631  1.214
C -5.6628 1.2434 2.4303  -0.475
C -6.5876 2.2539 2.3613  -0.602
C -6.6707 3.0480 1.2186  -0.252
N -7.6239 4.1025 1.1473  0.994
O -8.3326 4.2975 2.1182  -0.634
O -7.6783 4.7530 0.1188  -0.629
C -5.8181 2.8027 0.1457  -0.835
C -4.8932 1.7898 0.2162  -0.245
C -3.2471 -0.4434 2.6699  -0.763
C -1.8608 0.2153 2.7384  -0.980
C 0.9310 -2.6106 0.0985  -1.000
C 1.7209 -2.9076 -0.9991  -0.675
C 2.3484 -1.9019 -1.7136  0.571
O 3.1449 -2.2132 -2.7951  -0.514
C 4.4820 -2.5524 -2.4314  -1.119
C 5.1919 -1.4063 -1.7924  1.103
C 5.3623 -1.1245 -0.4058  0.700
C 4.9659 -1.9562 0.7575  -1.089
N 5.9549 0.0305 -0.2524  -0.820
O 6.1817 0.5449 -1.4890  -0.187
C 5.7220 -0.3060 -2.4156  0.403
C 5.8265 0.0591 -3.8476  -1.410
H 1.8146 2.1404 -1.6776  0.419
H 3.2441 1.8093 -0.6519  0.407
H 3.4541 2.2444 -2.3640  0.270
H 1.2594 0.7505 0.1047  0.597
H -1.1171 -0.1675 -0.5105  0.488
H -1.8355 1.2751 0.2542  0.248
H -3.6229 -0.2799 -0.6325  0.506
H -2.9636 -1.5669 0.3816  0.326
H -5.6424 0.6265 3.3137  0.380
H -7.2658 2.4431 3.1790  0.464
H -5.8888 3.4281 -0.7310  0.459
H -4.2367 1.6440 -0.6258  0.280
H -3.8296 -0.1388 3.5351  0.340
H -3.1338 -1.5319 2.6880  0.332
H -1.3183 -0.1265 3.6212  0.582
H -1.9769 1.3045 2.7743  0.269
H 0.4586 -3.3981 0.6645  0.490
H 1.8675 -3.9310 -1.3097  0.481
H 4.9626 -2.8285 -3.3728  0.477
H 4.4785 -3.4170 -1.7535  0.295
H 3.8812 -2.0403 0.8143  0.152
H 5.3831 -2.9575 0.6641  0.347
H 5.3340 -1.4955 1.6693  0.362
H 6.4062 -0.6872 -4.3882  0.378
H 6.3078 1.0283 -3.9429  0.342
H 4.8295 0.0988 -4.2829  0.314



A molecular structure, C24H26N4SiV at a distorted geometry, computed with the ωB97M-V functional and the def2-TZVPD basis.

Properties
HOMO (alpha / beta) = -4.70 / -7.37 eV
ΔE to the lowest compared entry with this formula, charge and spin = 2.181 eV
⟨S²⟩ = 3.773
Gap between HOMO and LUMO (alpha / beta) = 5.21 / 7.86 eV
2S+1 = 4
Total charge = 0

Last column: Mulliken spin population.
Geometry (Å):
C 1.1341 0.0007 -0.4576  0.034
C 0.2426 0.7034 -1.2950  -0.028
C -0.8685 1.1548 -0.5553  0.041
H 0.4084 0.9756 -2.3342  0.004
C -0.5364 1.0039 0.8357  0.024
C 0.7381 0.2980 0.8973  -0.042
H 1.3920 0.1964 1.7563  0.000
H 2.0500 -0.5037 -0.7923  0.003
H -1.6908 1.7713 -0.9080  0.006
H -1.0204 1.4401 1.7077  0.002
V -0.8241 -1.1407 0.4239  2.088
C -2.0936 -2.1325 -0.4698  -0.093
H -3.0344 -1.5534 -0.3349  0.018
H -2.3432 -3.1396 -0.0783  0.007
H -1.7878 -2.1525 -1.5304  0.006
Si -0.2764 -0.5060 -4.5052  0.001
C 1.5847 -0.4890 -4.1386  0.002
C 2.5615 0.5301 -4.1017  -0.001
H 2.2949 1.5815 -3.9440  0.000
C 3.9267 0.2033 -4.2752  0.001
H 4.6883 0.9924 -4.3517  0.000
C 4.3289 -1.1383 -4.3538  0.000
H 5.3703 -1.4081 -4.5583  0.000
C 3.3798 -2.1589 -4.2152  0.001
H 3.6609 -3.2155 -4.2721  0.000
C 2.0374 -1.8283 -4.0112  0.000
H 1.3076 -2.6244 -3.8148  0.000
C -1.3601 1.0253 -4.5662  0.000
C -1.0873 1.7060 -5.7723  0.000
H -0.0719 1.7111 -6.1769  0.000
C -2.1237 2.3087 -6.4958  0.000
H -1.9528 2.6223 -7.5297  0.000
C -3.3894 2.4873 -5.9159  0.000
H -4.2080 2.9122 -6.5144  0.000
C -3.6108 2.0216 -4.6095  0.000
H -4.6167 2.1618 -4.1843  0.000
C -2.5842 1.3602 -3.9086  0.000
H -2.7897 1.0904 -2.8694  0.001
H -0.6497 -0.8868 -3.0885  0.007
H -0.5650 -1.6181 -5.3526  0.000
N -0.7847 -2.4814 3.9873  0.110
C -1.5743 -1.3923 4.3894  0.003
C -1.9395 -0.7198 3.2688  0.031
N -1.4044 -1.3899 2.1722  0.051
C -0.6801 -2.4677 2.6271  0.345
C 0.1873 -3.1760 1.7260  0.166
N 0.4518 -2.6431 0.5034  0.081
C 1.4151 -3.4559 -0.1080  -0.031
C 1.6410 -4.5230 0.6988  0.072
N 0.8941 -4.3303 1.8573  0.084
H -0.4285 -3.2048 4.6222  -0.011
H -1.7862 -1.1568 5.4198  0.007
H -2.5561 0.1554 3.1396  0.007
H 1.8176 -3.2216 -1.0792  0.001
H 2.2537 -5.3911 0.5498  0.010
H 0.8615 -4.9407 2.6715  -0.006



A molecular structure, C24H26N6O2SV, computed with the ωB97M-V functional and the def2-TZVPD basis.

Properties
HOMO (alpha / beta) = -6.54 / -6.97 eV
ΔE to the lowest compared entry with this formula, charge and spin = 0.000 eV
⟨S²⟩ = 3.761
Gap between HOMO and LUMO (alpha / beta) = 6.63 / 6.97 eV
2S+1 = 4
Total charge = 0

Last column: Mulliken spin population.
Geometry (Å):
V -0.6033 -0.0275 0.0874  2.621
O -0.7304 -3.9375 -1.4133  0.011
C -0.6443 -2.8648 -0.8184  0.066
N -1.0063 -1.6359 -1.1720  0.029
C -1.6906 -1.2894 -2.3520  0.040
C -1.8136 -2.0916 -3.4785  -0.002
C -2.4635 -1.6021 -4.6091  0.000
C -2.9949 -0.3248 -4.6130  0.000
C -2.8938 0.4880 -3.4858  -0.010
C -2.2427 0.0177 -2.3515  0.022
N -2.0396 0.7423 -1.1661  0.003
C -2.6256 1.8961 -0.8525  0.045
O -3.4227 2.5891 -1.4793  0.015
C -2.2271 2.3619 0.5501  0.055
C -2.7705 3.5403 1.0396  -0.014
C -2.4584 3.9453 2.3238  0.023
C -1.6222 3.1485 3.0941  -0.014
C -1.1171 1.9928 2.5319  0.053
N -1.3876 1.6055 1.2823  -0.030
C -0.0449 -2.8794 0.5910  0.058
C 0.3511 -4.0940 1.1307  -0.007
C 0.8400 -4.1358 2.4232  0.025
C 0.9044 -2.9567 3.1517  -0.013
C 0.4942 -1.7867 2.5434  0.046
N 0.0462 -1.7268 1.2849  -0.078
H -1.4039 -3.0904 -3.4591  0.000
H -2.5528 -2.2311 -5.4859  0.000
H -3.5013 0.0516 -5.4931  0.000
H -3.3191 1.4798 -3.4704  0.000
H -3.4294 4.0917 0.3841  0.000
H -2.8693 4.8624 2.7259  0.002
H -1.3654 3.4100 4.1111  -0.001
H -0.4654 1.3413 3.1043  -0.001
H 0.2468 -4.9709 0.5076  0.000
H 1.1536 -5.0735 2.8632  0.002
H 1.2585 -2.9363 4.1727  0.000
H 0.5119 -0.8509 3.0916  0.005
C 2.8126 0.0575 -1.1347  0.011
C 2.7224 0.0485 0.3877  0.022
N 1.6248 0.8869 0.8979  -0.005
C 1.9252 2.3251 0.9519  0.009
C 1.9717 3.0896 -0.3715  -0.003
S 0.5556 2.8656 -1.4743  0.009
C 1.2998 2.0465 -2.9099  -0.001
C 1.2410 0.5151 -2.9797  0.019
N 1.4974 -0.1404 -1.7073  0.010
H 3.5441 -0.6985 -1.4492  0.003
H 3.2082 1.0085 -1.4841  -0.004
H 3.6887 0.3477 0.8167  0.002
H 2.5243 -0.9725 0.7197  -0.008
H 1.4763 0.6075 1.8613  0.005
H 2.8885 2.4934 1.4562  0.001
H 1.1584 2.7820 1.5780  -0.001
H 2.8869 2.8870 -0.9241  0.000
H 2.0160 4.1486 -0.1097  0.000
H 2.3233 2.4149 -3.0008  -0.001
H 0.7616 2.4412 -3.7723  0.000
H 1.9529 0.2085 -3.7622  0.003
H 0.2512 0.2034 -3.3113  -0.011
H 1.2576 -1.1214 -1.7719  -0.015



A molecular structure, C24H26N6OPtS4, computed with the ωB97M-V functional and the def2-TZVPD basis.

Properties
HOMO (alpha / beta) = -13.28 / -13.87 eV
⟨S²⟩ = 6.030
Gap between HOMO and LUMO (alpha / beta) = 7.05 / 5.39 eV
2S+1 = 5
Total charge = +2

Last column: Mulliken spin population.
Geometry (Å):
Pt 0.4151 -0.7092 3.0164  1.266
C 0.9709 2.0510 7.4297  0.015
S 2.5102 1.6121 6.5980  0.002
C 2.0039 0.5116 5.3612  -0.021
S 0.2830 0.1006 5.1476  0.819
N 2.9347 -0.0405 4.6559  0.114
N 2.4784 -0.8436 3.6638  0.092
C 3.1861 -1.8328 3.2740  0.065
C 2.5778 -2.7543 2.3053  0.010
C 3.3078 -3.7425 1.6707  0.020
C 2.6511 -4.6054 0.8021  0.005
C 1.2881 -4.4545 0.6084  0.009
C 0.6253 -3.4404 1.2844  0.009
N 1.2514 -2.6120 2.1137  0.061
H 1.2830 2.7390 8.2137  0.002
H 0.2829 2.5665 6.7646  -0.005
H 0.5042 1.1849 7.8917  -0.004
H 4.1733 -2.0145 3.6868  0.001
H 4.3692 -3.8347 1.8578  0.000
H 3.1976 -5.3867 0.2920  0.000
H 0.7367 -5.1123 -0.0480  0.000
H -0.4401 -3.2893 1.1638  0.001
S -0.0731 1.5001 1.8983  0.821
C -1.6279 0.7217 1.6674  -0.010
C -2.7582 1.2983 1.1199  0.019
C -3.9087 0.5253 1.0406  -0.008
C -3.8973 -0.7762 1.5163  0.050
C -2.7271 -1.2792 2.0603  -0.005
N -1.6135 -0.5474 2.1200  0.142
H -2.7394 2.3249 0.7812  0.001
H -4.8108 0.9401 0.6122  0.000
H -4.7799 -1.3971 1.4713  0.002
H -2.6723 -2.2825 2.4633  0.001
C 2.7009 1.7416 -3.2807  0.006
C 1.7360 2.9071 -3.1127  0.000
C 0.9099 2.8233 -1.8345  0.001
N 0.0061 1.6658 -1.8657  0.041
C 0.1453 0.5349 -1.2206  0.034
S 1.3899 0.2682 -0.0483  0.433
N -0.7176 -0.4987 -1.4218  0.014
C -1.9447 -0.5787 -2.1640  -0.008
O -2.8448 -1.1913 -1.6556  0.008
C -1.9914 0.0471 -3.5021  0.002
C -3.2003 0.5758 -3.9521  -0.001
C -3.2787 1.1195 -5.2227  0.000
C -2.1641 1.1081 -6.0522  0.000
C -0.9655 0.5540 -5.6167  -0.001
C -0.8734 0.0282 -4.3396  -0.004
H 3.2760 1.8481 -4.1991  0.001
H 2.1767 0.7839 -3.3349  0.000
H 3.4059 1.6935 -2.4492  -0.002
H 1.0634 2.9763 -3.9727  0.000
H 2.2863 3.8489 -3.0785  0.000
H 0.2842 3.7078 -1.7177  -0.001
H 1.5462 2.7296 -0.9578  0.002
H -0.7256 1.7074 -2.5677  -0.004
H -0.6371 -1.2333 -0.7303  0.004
H -4.0658 0.5510 -3.3029  0.000
H -4.2109 1.5403 -5.5736  0.000
H -2.2325 1.5220 -7.0493  0.000
H -0.1098 0.5214 -6.2773  0.000
H 0.0529 -0.4227 -4.0037  0.003



Electronic energy values (in Eh) by entry order: -1600.4860 -2382.4744 -2751.4669 -3045.4163.